1.
Molecular formula: C27H36N3O
Method: DFT, wB97M-V/def2-TZVPD

Cartesian coordinates (Å):
O (-4.28551, -1.28490, 2.52398)
N (-3.35739, -2.29753, 0.66874)
N (2.21251, 2.31521, -1.21620)
N (-1.59703, -0.95078, 0.23729)
C (2.08117, -1.11067, -3.01946)
C (3.89296, -1.05139, -4.68193)
C (-3.38778, 1.41501, 5.95294)
C (-2.76789, 0.16933, 6.12406)
C (-1.96149, 0.27058, 3.84851)
C (3.28790, 2.84652, -2.04566)
C (0.22333, -0.97371, -1.35239)
C (-1.29802, -3.40285, -0.06068)
C (-2.50774, 1.54947, 3.70098)
C (-2.22674, -2.18984, -0.24118)
C (1.44401, -0.53935, -1.85701)
C (2.21428, -2.78697, -4.81428)
C (-0.46940, -0.41742, -0.28016)
C (-2.76168, -2.08398, -1.67925)
C (4.37769, 3.60403, -1.29625)
C (-3.24263, 2.11261, 4.74697)
C (-4.30229, -3.38412, 0.57718)
C (-2.22673, -0.41186, 1.44846)
C (2.88618, 3.84868, 0.70158)
C (3.82282, 4.57767, -0.26028)
C (-3.42024, -1.35446, 1.65433)
C (1.82657, 2.98147, 0.01769)
C (3.37837, -2.19310, -5.31656)
C (-2.03889, -0.39392, 5.07515)
C (-1.30510, -0.39787, 2.66253)
C (3.27386, -0.54855, -3.54095)
C (1.56300, -2.25907, -3.69942)
H (-2.85288, -0.36834, 7.06965)
H (-1.56178, -1.37344, 5.17182)
H (3.48074, 3.19688, 1.35242)
H (-3.59838, -1.37001, -1.69419)
H (4.99583, 4.14017, -2.02184)
H (2.38459, 4.57899, 1.34418)
H (5.01814, 2.87114, -0.78916)
H (-0.22313, -1.84604, -1.82534)
H (-0.35002, -3.27052, -0.58385)
H (-3.70297, 3.09294, 4.60476)
H (-1.08353, -3.54087, 1.00937)
H (-3.79872, -4.34992, 0.70097)
H (-0.36599, 0.11042, 2.39452)
H (3.88192, -2.60698, -6.19281)
H (1.54760, 2.18102, 0.71549)
H (-5.05833, -3.26651, 1.35366)
H (1.98172, 0.23695, -1.31203)
H (-2.61793, 0.60335, 1.24442)
H (1.81376, -3.67330, -5.31216)
H (2.87746, 3.46995, -2.86187)
H (4.78008, -0.55546, -5.07586)
H (-0.11112, 0.49612, 0.20806)
H (4.65135, 5.01013, 0.30528)
H (0.91467, 3.58134, -0.14587)
H (-2.38992, 2.06777, 2.74610)
H (1.39870, 2.07915, -1.77691)
H (3.74549, 1.97830, -2.53272)
H (-4.78195, -3.38695, -0.40731)
H (-1.80175, -4.29003, -0.46067)
H (-3.11185, -3.07734, -1.98568)
H (-2.00438, -1.73762, -2.38252)
H (-3.97593, 1.84915, 6.76134)
H (-1.05324, -1.43902, 2.91724)
H (3.28680, 5.39384, -0.76044)
H (0.65356, -2.74461, -3.34242)
H (3.70332, 0.30109, -3.01434)

Summary:
- Kohn-Sham gap (hartree) = 0.23752
- net charge = +1
- multiplicity = 1
- max |F| (eV/A) = 2.59
- relative energy (zero: lowest compared OMol25 entry of this formula, charge and spin) (kJ/mol) = 52.40



2.
Molecular formula: C27H36N3O7PPdS
Method: DFT, wB97M-V/def2-TZVPD

Cartesian coordinates (Å):
Pd (0.73677, 0.63485, 1.07376)
S (-1.98045, 0.84239, 5.44966)
P (1.96645, 1.13143, -0.64701)
O (-1.21850, -3.13418, 0.34578)
O (-2.27264, 2.15471, 0.75202)
O (-2.13900, 0.66154, -1.95266)
O (3.53554, 0.96178, -0.17171)
O (-1.19688, -2.98769, -4.38270)
O (2.34733, 0.81353, -2.27218)
O (1.92734, 2.77474, -0.92025)
N (-1.60723, -1.16466, -0.69300)
N (-1.36374, 0.19750, 3.02078)
N (-1.67448, -1.20643, -3.08837)
C (2.46253, 2.16708, 3.12970)
C (0.75890, 4.84659, -0.96947)
C (-3.16553, -0.01108, 4.51820)
C (4.61769, 1.52931, -0.89142)
C (5.41562, 0.44153, -1.58654)
C (-1.10265, -3.29059, -1.99645)
C (0.88480, 1.90575, 5.36689)
C (-1.31954, -2.49630, -3.26732)
C (-4.68951, -1.34666, 2.65000)
C (-2.07735, -4.47776, -2.01005)
C (1.01761, 3.58218, -0.17586)
C (-1.32345, -2.48474, -0.69241)
C (-5.20150, -1.09515, 3.92854)
C (0.45831, 1.41588, 4.12643)
C (-3.41851, -0.93700, 2.29483)
C (-4.44646, -0.42360, 4.87401)
C (2.10716, 2.53955, 5.48626)
C (1.22866, 1.50760, 2.94744)
C (1.27898, 1.01136, -3.17467)
C (2.89715, 2.67289, 4.34577)
C (1.72282, 0.58476, -4.55969)
C (-1.82250, -0.52247, -1.84140)
C (0.34311, -3.81610, -1.98794)
C (-2.64781, -0.26438, 3.24035)
C (-3.54290, -4.06090, -1.98839)
C (1.38523, -2.70488, -1.96915)
C (-0.87577, 0.78733, 4.04869)
H (2.39572, -3.11467, -1.91067)
H (0.98413, 2.06773, -3.18347)
H (0.39938, 0.44067, -2.85620)
H (-2.99572, -1.10632, 1.31239)
H (0.26426, 1.78658, 6.25066)
H (-4.19585, -4.93669, -1.97473)
H (2.03738, -0.46008, -4.55592)
H (1.68970, 5.38953, -1.15268)
H (-1.84915, -5.07837, -1.12837)
H (-1.82197, -0.63411, -3.90632)
H (-5.30016, -1.87069, 1.92449)
H (4.25738, 2.26242, -1.61461)
H (6.28650, 0.86793, -2.09474)
H (-3.76228, -3.46276, -1.10151)
H (1.32736, -2.09869, -2.87514)
H (0.47507, -4.45069, -2.86916)
H (-2.25306, 1.58048, -0.03878)
H (2.44104, 2.91874, 6.44576)
H (-1.86726, -5.07134, -2.90380)
H (5.24416, 2.05497, -0.16230)
H (-3.80004, -3.46641, -2.86867)
H (3.86153, 3.16978, 4.41441)
H (-1.52099, 1.83910, 1.27755)
H (0.08506, 3.04241, 0.00390)
H (3.12121, 2.26717, 2.26984)
H (-6.20169, -1.42792, 4.18223)
H (1.24730, -2.03680, -1.11540)
H (0.90472, 0.69677, -5.27540)
H (2.56665, 1.19281, -4.89377)
H (-4.83957, -0.22503, 5.86383)
H (5.76128, -0.29605, -0.85974)
H (1.44562, 3.81524, 0.80378)
H (0.44083, -4.43558, -1.09435)
H (4.78523, -0.06189, -2.31877)
H (0.30667, 4.60446, -1.93328)
H (0.07398, 5.49759, -0.42154)

Summary:
- Kohn-Sham gap (hartree) = 0.18191
- net charge = -2
- multiplicity = 1
- max |F| (eV/A) = 0.61
- relative energy (zero: lowest compared OMol25 entry of this formula, charge and spin) (kJ/mol) = 9.67



3.
Molecular formula: C27H37BF5N7O2SSbZr
Method: DFT, wB97M-V/def2-TZVPD

Cartesian coordinates (Å):
Sb (2.09554, -2.01946, -1.62204)
Zr (0.17429, 0.18534, 0.07777)
S (-2.17252, -2.43260, 1.34766)
F (-2.83306, -5.62308, -2.62818)
F (-4.95345, -1.90895, 0.69506)
F (-1.35176, -4.65584, -0.61357)
F (-6.44589, -2.92817, -1.29189)
F (-5.38599, -4.78092, -2.97393)
O (-0.80839, -1.43716, -0.67621)
O (0.05780, -1.30970, 1.35788)
N (-0.56348, 2.32740, -1.26221)
N (-0.27542, 1.68280, 1.67172)
N (2.04168, 1.48486, -0.04468)
N (-0.27549, 2.95799, 1.16062)
N (-1.44049, 1.33572, -0.86529)
N (-0.60810, -2.23182, 0.47804)
N (1.72343, 2.78071, -0.35543)
C (0.92373, -3.41265, -2.71267)
C (-3.79146, -0.38833, -3.24099)
C (2.83479, 3.50751, -0.43614)
C (3.38375, 1.43380, 0.08852)
C (-0.82955, 3.78651, 2.04736)
C (3.92030, 2.69269, -0.17174)
C (-3.34799, -4.71080, -1.81147)
C (-3.08900, -3.21502, 0.07195)
C (-0.83345, 1.74488, 2.89379)
C (4.11725, 0.20407, 0.54421)
C (-5.19313, -3.34084, -1.12877)
C (-3.30815, 0.03252, -1.85700)
C (1.46938, -0.28333, -2.76796)
C (-1.79866, 1.81389, -3.02755)
C (-2.51617, 0.29295, 3.99209)
C (-0.78000, 2.60917, -2.55612)
C (5.59503, 0.50271, 0.78249)
C (-1.02203, 0.55562, 3.78541)
C (-2.19094, 1.02160, -1.94153)
C (-4.65353, -4.28372, -1.98961)
C (-4.40996, -2.81825, -0.11655)
C (-4.45014, 0.64206, -1.03260)
C (3.92000, -2.22245, -2.70783)
C (-2.58899, -4.19634, -0.77443)
C (3.47140, -0.37846, 1.80193)
C (-1.19300, 3.06498, 3.16635)
C (-0.31023, 0.77658, 5.12172)
B (0.25116, 3.23658, -0.25879)
H (-2.21477, 1.81287, -4.01920)
H (6.08754, 0.87035, -0.11784)
H (2.45330, -0.73430, 1.62952)
H (4.32832, -3.21601, -2.53311)
H (-0.11970, -3.14139, -2.57330)
H (1.08828, -4.41190, -2.31598)
H (-2.98535, -0.81540, -3.83978)
H (-1.65105, 3.43962, 4.06441)
H (-0.72796, 1.63529, 5.64996)
H (-0.57920, -0.30947, 3.29225)
H (-4.57533, -1.14014, -3.14730)
H (-2.92292, -0.84341, -1.33343)
H (-0.21793, 3.38465, -3.05145)
H (5.71822, 1.24599, 1.57225)
H (-4.79897, 1.57039, -1.48936)
H (-2.65700, -0.58581, 4.62169)
H (-5.29142, -0.04847, -0.99177)
H (3.72660, -2.08888, -3.77045)
H (2.78655, 4.56141, -0.65569)
H (-4.21631, 0.45782, -3.78482)
H (3.45119, 0.36477, 2.60148)
H (4.95693, 2.97403, -0.14778)
H (-4.13207, 0.85615, -0.01209)
H (-3.02723, 0.11817, 3.04447)
H (4.04052, -1.24129, 2.14841)
H (1.38737, -0.55294, -3.82168)
H (0.47498, 0.09644, -2.49342)
H (-0.43422, -0.09948, 5.75791)
H (-0.92405, 4.83818, 1.83272)
H (-2.99178, 1.14233, 4.48569)
H (0.75748, 0.94994, 4.98363)
H (6.10951, -0.40534, 1.09409)
H (4.64287, -1.48069, -2.37266)
H (2.19333, 0.52714, -2.68019)
H (1.19540, -3.37649, -3.76597)
H (0.15499, 4.39321, -0.53717)
H (4.05627, -0.54750, -0.24831)

Summary:
- Kohn-Sham gap (hartree) = 0.29100
- net charge = +1
- multiplicity = 1
- max |F| (eV/A) = 0.82
- relative energy (zero: lowest compared OMol25 entry of this formula, charge and spin) (kJ/mol) = 135.28



- Among the records above, which one has the highest Kohn-Sham gap?
  C27H37BF5N7O2SSbZr